(1)
This record from the OMol25 dataset describes a single C11H14N2OSi molecule in a non-equilibrium geometry. The level of theory is ωB97M-V/def2-TZVPD.

DFT total energy in Eh: -901.790142
Energy above the lowest of the compared OMol25 structures with the same formula, charge and spin in eV: 1.259
Kohn-Sham gap in eV: 9.1
SMILES: CO[Si@](C)(c1ccccc1)n1ccnc1
Strongest force on any atom in eV/Å: 4.6
Spin multiplicity: 1
Charge: 0

Each line ends with the Mulliken charge.
Atoms and positions in Å:
C -0.6837 3.3178 -0.0248  -0.316
H 1.9966 -2.9684 1.2511  0.320
H -0.9303 -0.2124 2.5176  0.499
C -2.0971 3.3704 -0.1834  -0.380
H -2.6124 4.3654 -0.2205  0.307
H 2.7836 -0.9661 -2.4042  0.256
H -0.0288 4.3063 -0.0905  0.197
H 1.3889 -3.3835 3.6260  0.369
C 2.7851 -0.0283 -1.6654  -0.738
C 0.9301 -2.5984 3.0147  -0.286
C -0.7325 0.9562 -0.2788  0.348
N 0.0363 -1.7140 3.4977  -0.634
H 0.0254 -2.1124 -2.6367  0.420
H -2.6585 0.1199 -0.7465  0.425
Si 0.3441 -0.6600 -0.3206  0.082
C -2.8049 2.2030 -0.4425  -0.600
H 3.7220 0.0100 -1.2222  0.321
C -0.4995 -2.2377 -1.7561  -1.210
C -0.0194 2.1435 0.0145  -0.405
H -0.5548 -3.3963 -1.5136  0.267
N 0.4819 -1.3060 1.2902  0.350
H -1.4252 -1.7142 -2.0297  0.322
H -3.8525 2.2200 -0.4995  0.433
H 1.0393 2.1995 0.0524  0.379
H 2.6948 0.8798 -2.1775  0.313
C -0.2329 -0.9885 2.4423  -0.192
C 1.1699 -2.4258 1.6780  -0.354
O 1.8492 -0.3512 -0.6683  -0.074
C -2.1145 0.9714 -0.5037  -0.417

---

(2)
This record from the OMol25 dataset describes 2 unconnected molecules or ions with the total composition C11H14N2S2 in a non-equilibrium geometry. The level of theory is ωB97M-V/def2-TZVPD.

DFT total energy in Eh: -1333.335464
Energy above the lowest of the compared OMol25 structures with the same formula, charge and spin in eV: 1.452
Kohn-Sham gap (alpha / beta) in eV: 7.5 / 7.5
Strongest force on any atom in eV/Å: 3.7
Spin multiplicity: 1
Charge: 0

Each line ends with the Mulliken charge.
Atoms and positions in Å:
C 3.9798 -0.4826 0.2633  -0.828
H 1.4196 -2.4301 1.0003  0.407
N -1.4620 1.8320 1.0185  -0.677
H 0.3509 -2.4508 -0.1524  0.518
C 1.2276 -1.9568 0.0527  -1.542
C -3.6307 0.6597 0.1571  -0.802
H 1.4079 2.9437 0.7465  0.344
C -1.3486 -0.1231 -0.1455  0.480
H -4.3571 1.3299 0.5227  0.415
H 4.0727 -1.5913 0.3342  0.261
C -0.2140 1.5087 1.0214  0.871
C 1.1003 -0.4548 0.1626  0.286
C -2.2425 0.8776 0.3049  -0.020
H 2.1204 -2.3435 -0.4988  0.342
S 2.5165 0.3257 0.9933  -0.009
H -3.4618 -2.0945 -1.9352  0.321
S 1.6050 0.0047 -2.3022  -0.309
C -4.0614 -0.3694 -0.6608  -0.217
H -5.1647 -0.3933 -0.8184  0.312
H 0.1049 3.0995 1.8894  0.477
C 0.8081 2.4348 1.4716  -1.549
C -1.7932 -1.0940 -1.0076  -0.084
H 4.8269 0.1438 0.5300  0.391
C -3.1650 -1.2435 -1.2627  -0.714
N -0.0538 0.2046 0.3763  0.307
H 1.2480 2.2163 2.4874  0.337
H -1.1141 -1.5196 -1.7528  0.354
H 3.8634 -0.2330 -0.7776  0.286
H 1.4168 1.1994 -2.0181  0.043

---

(3)
This record from the OMol25 dataset describes a gas-phase ion, C11H14N3 (charge +1) in a non-equilibrium geometry. The level of theory is ωB97M-V/def2-TZVPD.

DFT total energy in Eh: -591.472937
Energy above the lowest of the compared OMol25 structures with the same formula, charge and spin in eV: 2.363
Kohn-Sham gap in eV: 9.3
SMILES: C[N@@H+]1[C@@H]2C[C@@]1(c1ccccc1)NC=N2
Strongest force on any atom in eV/Å: 6.7
Spin multiplicity: 1
Charge: +1

Each line ends with the Mulliken charge.
Atoms and positions in Å:
C 0.0340 1.6734 2.7396  -0.521
C -0.0220 1.5368 1.3828  -0.649
H -0.0201 2.4662 0.8210  0.326
N 0.2522 -0.6671 -1.6536  -0.221
H 0.1096 -1.8332 1.0085  0.421
N -1.6806 -0.4250 -2.8770  -0.623
C -0.3185 0.2803 0.9142  -0.038
C 0.0059 -0.8895 1.6033  -0.139
H 2.1431 -0.7653 -2.2180  0.365
C -0.8185 0.2838 -0.5211  0.950
H -1.7818 1.6038 -1.5431  0.313
H -3.3522 -1.2844 -2.0095  0.454
C 0.1742 -0.7474 2.9785  -0.664
H -0.0145 2.0228 -1.4185  0.667
C -0.4697 0.2606 -2.6254  0.233
H -2.4942 -0.6729 0.2143  0.391
H -0.3761 0.6363 4.5824  0.364
C -0.7345 1.3562 -1.5106  -1.094
H 0.2621 -1.5842 3.6542  0.401
C -0.0634 0.4741 3.5088  -0.452
C -2.4731 -0.6963 -1.9058  -0.276
H 1.5773 0.7076 -1.2360  0.384
H 0.0712 -1.6215 -2.0181  0.312
N -1.9933 -0.3005 -0.6323  -0.278
C 1.6003 -0.3392 -1.3302  -0.959
H 2.0972 -0.7699 -0.4965  0.344
H 0.1668 0.4364 -3.4778  0.538
H 0.1494 2.6445 3.1590  0.452

---

(4)
This record from the OMol25 dataset describes a gas-phase ion, C11H14N3S (charge +1) in a non-equilibrium geometry. The level of theory is ωB97M-V/def2-TZVPD.

DFT total energy in Eh: -989.540720
Energy above the lowest of the compared OMol25 structures with the same formula, charge and spin in eV: 7.082
Kohn-Sham gap in eV: 9.0
SMILES: CS[C@H]1[NH2+]CCN=CN1c1cc#ccc1
Strongest force on any atom in eV/Å: 5.0
Spin multiplicity: 1
Charge: +1

Each line ends with the Mulliken charge.
Atoms and positions in Å:
H -2.8384 -0.8436 -1.4002  0.372
N 1.0351 0.7235 -1.5691  0.019
N -0.4350 -0.6479 -0.0551  0.140
H 1.7018 1.4232 -1.2897  0.451
C -1.8985 -0.4499 1.8676  -0.699
C 2.2956 -1.3589 -1.0044  -0.647
H 2.4050 -0.2498 -2.9182  0.355
H -1.0351 1.4181 1.9095  0.199
H 2.8949 -2.1446 -1.3798  0.405
H 2.8374 -0.5802 -0.3573  0.320
H -0.0260 1.6728 3.2083  0.306
H -0.0693 -2.3778 1.1522  0.463
H -5.1917 -0.9727 -0.3696  0.315
H -0.7389 1.2660 -0.5099  0.664
C -0.1494 2.0416 2.1086  -0.765
H -0.1016 3.1260 2.1687  0.409
C -2.9161 -0.8035 -0.3251  -0.325
N 1.5173 -1.9949 -0.0209  -0.516
H 0.7305 -1.1395 -2.3967  0.348
C -3.2099 -0.4161 2.2713  -0.539
H -1.0860 -0.3265 2.4989  1.269
C -4.2296 -0.6683 1.5308  -0.028
C -1.7568 -0.6630 0.4811  -0.212
H 0.5401 1.0737 -2.3911  0.394
C 0.3805 -1.6786 0.4225  0.190
S 1.1373 1.4428 1.0408  0.058
C -4.1875 -0.8729 0.1927  -0.506
C 0.1230 0.6048 -0.3698  -0.883
C 1.5689 -0.5247 -2.0623  -0.558

---

(5)
This record from the OMol25 dataset describes a single C11H14NP molecule in a non-equilibrium geometry. The level of theory is ωB97M-V/def2-TZVPD.

DFT total energy in Eh: -823.414228
Energy above the lowest of the compared OMol25 structures with the same formula, charge and spin in eV: 5.901
Kohn-Sham gap in eV: 7.2
SMILES: CCCC=C=C1C=CC=C[C@H]1[PH]#N
Strongest force on any atom in eV/Å: 5.6
Spin multiplicity: 1
Charge: 0

Each line ends with the Mulliken charge.
Atoms and positions in Å:
C -2.2363 -0.9200 0.9244  -0.495
H -1.7216 -1.5167 1.7181  0.343
H -2.6008 2.3834 0.6666  0.088
C 3.5173 -0.2898 -0.6248  -0.441
H 4.4180 -0.5551 1.2706  0.242
H -4.1275 -0.9678 1.9562  0.303
H 2.4759 -1.3790 0.8750  0.287
H 3.3087 0.4705 -1.4155  0.327
N -0.0963 1.7577 1.0921  -0.515
H -5.2150 0.3151 0.0831  0.377
C 4.4838 0.2576 0.5150  -1.198
C -2.0673 0.5060 -1.0474  -0.128
C -4.1519 0.1602 0.0957  -0.176
C 1.0551 -1.0471 -0.7167  -0.624
H 5.3133 0.3053 -0.0230  0.487
C -0.1960 -0.8447 -0.4703  0.497
H -4.0662 1.3147 -1.7113  0.416
C 2.2180 -0.6317 0.1125  -0.367
H 3.9382 -1.2141 -1.1686  0.325
C -3.5360 0.7704 -0.9459  -0.958
H 1.9724 0.2780 0.7026  0.380
C -1.5336 -0.6913 -0.3693  -0.428
H 3.9952 1.1479 0.8485  0.333
C -3.5343 -0.6572 1.0327  -0.280
H 1.2393 -1.5507 -1.6430  0.355
H -1.5539 0.7389 -1.9801  0.612
P -1.2987 1.8594 0.2229  0.237

---

(6)
This record from the OMol25 dataset describes a single C11H14NP molecule in a non-equilibrium geometry. The level of theory is ωB97M-V/def2-TZVPD.

DFT total energy in Eh: -823.485856
Energy above the lowest of the compared OMol25 structures with the same formula, charge and spin in eV: 3.952
Kohn-Sham gap (alpha / beta) in eV: 6.6 / 6.6
SMILES: CC(N)=P#Cc1cccc(C)c1C
Strongest force on any atom in eV/Å: 4.6
Spin multiplicity: 1
Charge: 0

Each line ends with the Mulliken charge.
Atoms and positions in Å:
H -5.5873 0.4752 0.2930  0.281
C 2.7851 0.8216 0.4025  0.953
H 3.5720 -0.4891 1.7118  0.268
H -3.8186 -0.6682 -2.5742  0.225
H 1.5896 1.3569 3.0613  0.305
H 1.7595 -0.3610 2.6588  0.308
C 1.9266 1.0289 -1.8451  -0.811
H -5.6784 -1.1866 -0.1247  0.308
H 4.8236 0.3989 0.8766  0.477
C 1.4488 0.8618 0.8706  0.954
C 1.2104 0.5408 2.4268  -1.503
H -2.2181 -0.8088 -1.8749  0.288
H 4.0184 0.8873 -1.3952  0.237
H 0.1496 0.3912 2.6782  0.360
C 2.9911 0.7909 -0.9532  -0.651
C -1.0364 1.1955 0.2907  -0.796
H 4.0376 1.2990 2.0833  0.270
C 0.6658 1.1762 -1.3557  -0.698
H 2.2822 0.9605 -2.8364  0.408
N -3.2353 -0.7356 -1.7057  -0.331
C 3.9290 0.4969 1.3224  -1.441
C 0.3224 1.0547 0.0598  1.075
H -5.5763 0.0931 -1.3941  0.379
C -3.6735 -0.4341 -0.5411  0.229
H -0.0452 1.4125 -2.0819  0.492
C -5.1747 -0.2522 -0.4900  -1.096
P -2.5769 1.1002 0.4756  -0.488